# 1
{"formula": "C5H13NOS", "method": "wB97M-V/def2-TZVPD", "symbols": ["C", "C", "S", "C", "N", "C", "C", "O", "H", "H", "H", "H", "H", "H", "H", "H", "H", "H", "H", "H", "H"], "xyz": [[1.231, -1.116, 0.439], [2.514, -0.780, -0.459], [2.457, 0.731, -1.401], [0.774, 0.206, 1.142], [-0.227, 0.936, 0.342], [-1.577, 0.485, 0.389], [-2.200, 0.240, -0.984], [-3.609, 0.009, -0.844], [0.422, -1.451, -0.233], [1.463, -1.941, 1.123], [2.551, -1.666, -1.069], [3.488, -0.906, 0.024], [2.335, 1.670, 1.541], [1.638, 0.929, 1.391], [0.201, -0.069, 2.035], [0.137, 1.014, -0.611], [-1.731, -0.449, 0.974], [-2.110, 1.297, 0.952], [-2.046, 1.130, -1.619], [-1.638, -0.552, -1.496], [-4.071, 0.285, -1.637]], "multiplicity": 2, "de_lowest_kj_mol": 276.8, "charge": -1, "lumo_ev": [3.12, 3.12], "molar_mass_da": 135.23, "homo_lumo_gap_ev": [5.6733, 5.6422]}

# 2
{"formula": "C3H6N2O2", "method": "wB97M-V/def2-TZVPD", "symbols": ["N", "C", "O", "C", "O", "C", "N", "H", "H", "H", "H", "H", "H"], "xyz": [[-1.375, -0.357, -1.264], [-0.666, -0.008, -0.082], [-1.565, 0.284, 0.967], [-0.596, -0.758, 1.174], [2.075, -0.658, 0.760], [1.844, 0.353, 0.133], [0.615, 0.745, -0.366], [-2.219, 0.200, -1.392], [-0.752, -0.236, -2.047], [-0.909, -1.794, 1.297], [0.193, -0.427, 1.838], [2.662, 1.078, -0.068], [0.694, 1.578, -0.950]], "multiplicity": 1, "de_lowest_kj_mol": 266.8, "charge": 0, "smiles": "N[C@]1(NC=O)CO1", "lumo_ev": 0.71, "molar_mass_da": 102.09, "homo_lumo_gap_ev": 10.3097}

Number 1: largest force on an atom 0.066 Eh/bohr. Number 2: largest force on an atom 0.019 Eh/bohr.